*1*
DFT (wB97M-V/def2-TZVPD) results for 40 unconnected molecules or ions with the total composition H80O40.

As for the total charge: 0. The HOMO energy comes out at -10.633 eV. For the HOMO-LUMO gap, the calculation gives 10.08 eV. The spin multiplicity is 1. As for the LUMO energy: -0.6 eV.

Each line ends with the Löwdin charge.
Cartesian coordinates (Å):
H1 1.6693 2.6092 2.1909  -0.022
H2 2.5484 3.4623 1.3285  0.021
O1 1.6387 3.2123 1.4539  -0.049
H3 -3.3093 -0.8046 3.7696  -0.022
H4 -4.5682 -1.5104 4.2479  -0.024
O2 -3.8696 -0.9726 4.5102  -0.018
H5 1.5821 3.5675 -1.8387  0.025
H6 0.7049 2.4675 -0.9564  0.018
O3 1.3217 2.6148 -1.7042  -0.089
H7 -2.7782 0.8972 -5.7659  0.032
H8 -2.3842 1.9166 -4.6376  -0.027
O4 -2.9461 1.7975 -5.4175  -0.080
H9 1.9182 2.2898 4.6734  0.046
H10 2.7177 1.4730 3.6503  0.016
O5 2.3696 2.3410 3.8252  -0.048
H11 -3.3091 0.9377 -1.1866  0.013
O6 -2.5486 1.4625 -0.9912  -0.053
H12 5.1716 -0.2839 2.4919  -0.019
O7 5.0989 -0.1576 3.4297  -0.039
H13 -0.3914 -1.2645 -3.7956  0.068
H14 -0.9452 -1.4544 -2.3638  0.042
O8 -1.1278 -1.8321 -3.2295  -0.154
H15 -3.2860 -3.2677 4.8097  0.008
H16 -2.1382 -4.2112 4.5600  -0.014
O9 -2.9557 -4.1509 5.0324  -0.052
H17 1.8414 -5.5016 1.0334  0.063
H18 2.3564 -4.2409 0.1930  -0.002
O10 2.2340 -4.6232 1.0567  -0.056
H19 -3.2766 1.4394 2.7744  0.026
H20 -3.3695 0.0498 1.9090  0.041
O11 -2.7865 0.6857 2.3343  -0.097
H21 4.2976 -2.9474 -1.0046  0.068
O12 3.4210 -3.0972 -0.6310  -0.077
H22 1.2912 -3.3500 3.0368  0.062
H23 1.8496 -2.1525 2.0304  0.020
O13 1.2024 -2.3943 2.6896  -0.106
H24 -1.7089 2.8472 3.1131  0.009
H25 -2.6777 3.1393 4.3111  0.059
O14 -2.5978 2.9674 3.3916  -0.014
H26 2.1481 0.2119 -1.7613  0.025
H27 1.7924 0.2994 -0.4507  0.040
O15 2.6361 0.1730 -0.9371  -0.054
H28 -4.8818 3.3774 -0.4838  0.043
H29 -5.4511 2.1229 -0.7682  0.013
O16 -4.8436 2.7114 -1.1614  -0.022
H30 -5.8469 -2.4135 1.4851  0.013
H31 -4.8482 -3.2519 2.2301  -0.006
O17 -5.5017 -2.6064 2.3416  -0.031
H32 -2.1742 -2.8386 -4.2157  0.022
H33 -1.1829 -4.0160 -4.3193  0.048
O18 -1.8452 -3.5357 -4.8615  -0.108
H34 4.2340 -1.8625 -4.6749  0.048
O19 4.0857 -1.4163 -3.8459  -0.042
H35 -0.8217 -0.2977 -5.3623  -0.014
H36 -1.1855 -1.6266 -6.0101  0.044
O20 -0.4785 -1.0197 -5.8291  -0.043
H37 -1.4363 -4.2511 -1.4610  0.054
O21 -2.3699 -4.1186 -1.6074  -0.023
H38 -0.1518 2.3420 -3.6078  0.021
H39 -1.1344 1.8049 -2.5301  0.004
O22 -1.0206 1.9675 -3.4700  -0.053
H40 1.9269 -1.5871 -4.2860  0.068
H41 1.2271 -0.2996 -3.4964  0.078
O23 1.1232 -1.1085 -4.0517  -0.056
H42 -4.3477 -2.5096 -0.6767  0.022
H43 -3.5774 -3.7110 -0.2114  -0.018
O24 -4.1897 -3.0696 0.0799  -0.032
H44 4.0558 -0.4705 0.2818  0.022
H45 3.9922 -1.9163 1.0606  0.007
O25 4.4715 -1.3173 0.5514  -0.047
H46 -0.5012 0.9007 4.1271  0.011
H47 -0.0652 2.3437 4.1074  0.035
O26 -0.3037 1.6062 4.7099  -0.021
H48 -0.5840 0.2270 1.3980  0.048
H49 -0.3088 1.2010 0.1713  0.049
O27 0.1584 0.6663 0.9010  -0.085
H50 -0.9550 4.2360 1.0536  0.029
H51 0.0042 4.9562 1.8595  0.041
O28 -0.3862 5.0190 0.9742  -0.061
H52 2.3894 4.2728 -4.1515  0.082
H53 1.2595 4.7645 -3.3410  0.043
O29 2.2065 4.4921 -3.1909  -0.091
H54 -5.5988 1.2348 2.4113  0.024
H55 -5.2523 2.6786 2.2312  0.037
O30 -5.4028 1.8709 1.7628  -0.005
H56 0.1826 1.7268 -5.9722  -0.007
H57 0.9342 0.3140 -5.9219  0.053
O31 0.9772 1.3101 -5.7602  -0.051
H58 5.1631 1.3141 0.5001  -0.001
O32 4.4977 1.8445 0.8362  0.003
H59 3.3982 -3.3373 3.3293  0.036
H60 2.5811 -4.4942 2.9810  0.039
O33 2.7801 -3.9172 3.7692  -0.067
H61 4.5472 -0.5606 -3.8587  0.022
H62 -2.8304 2.3894 -0.8039  0.059
H63 -2.4522 -3.4492 -2.2762  0.008
H64 5.2785 0.7630 3.5614  0.025
H65 3.1200 -2.1695 -0.7308  0.044
H66 4.3236 2.7243 1.1384  0.045
O34 -1.1690 -2.4759 3.5608  -0.052
H67 -0.6381 -1.7102 3.7004  0.011
H68 -0.9897 -3.2279 3.0359  0.027
O35 -0.3294 4.8498 -2.1055  -0.019
H69 -0.9214 5.4493 -2.5194  0.051
H70 -0.3454 4.7309 -1.1706  0.002
O36 2.6365 -0.3391 4.9163  -0.115
H71 3.2399 -0.9506 5.4184  0.067
H72 2.2358 -0.9779 4.2098  0.061
O37 4.2675 2.2636 -4.2934  -0.066
H73 4.4581 1.3726 -3.8456  0.016
H74 3.3450 2.0739 -4.3605  -0.013
O38 -0.1200 -1.8775 5.8687  -0.074
H75 -0.5689 -2.7693 5.7693  0.064
H76 -0.0190 -1.6168 6.7797  0.035
O39 5.0193 0.7320 -2.2700  -0.046
H77 4.5223 1.3025 -1.6939  0.033
H78 5.2348 0.0095 -1.6722  0.054
O40 -5.3167 -0.6419 -2.4862  -0.023
H79 -4.9769 0.2005 -2.6757  -0.006
H80 -6.1372 -0.9289 -2.9008  0.055



*2*
DFT (wB97M-V/def2-TZVPD) results for 40 unconnected molecules or ions with the total composition H80O40.

As for the total charge: 0. The HOMO energy comes out at -10.068 eV. For the HOMO-LUMO gap, the calculation gives 9.71 eV. The spin multiplicity is 1. As for the LUMO energy: -0.4 eV.

Each line ends with the Löwdin charge.
Cartesian coordinates (Å):
H1 -2.0725 2.4881 -3.8496  0.027
H2 -0.7675 2.5639 -3.4400  0.008
O1 -1.6026 2.8313 -3.0946  -0.021
H3 -6.0860 0.8139 0.9580  0.068
H4 -4.8442 1.3494 1.4455  -0.001
O2 -5.5205 0.7293 1.7993  -0.114
H5 3.3635 -0.4132 -3.5576  0.109
H6 4.3205 -0.4143 -2.1698  0.050
O3 3.4969 -0.2473 -2.5983  -0.072
H7 -5.4204 1.4767 -2.1408  0.004
H8 -6.1371 2.3109 -1.0782  0.022
O4 -6.1164 1.4455 -1.4576  -0.033
H9 0.8971 3.7836 -0.5453  0.037
H10 0.9459 4.7758 -1.6489  0.018
O5 0.4566 4.6413 -0.8236  -0.065
H11 3.1457 2.7786 3.9611  0.016
O6 3.5607 3.4318 3.4199  -0.066
H12 -2.3352 -1.3283 -1.0943  0.074
O7 -2.3621 -0.3972 -0.6386  -0.061
H13 6.4583 -0.9359 -0.9719  0.008
H14 6.5574 -0.5885 0.6260  0.024
O8 6.4981 -0.3152 -0.2900  -0.024
H15 5.3389 -0.7155 2.9116  0.081
H16 4.1098 -1.1738 2.0010  0.010
O9 5.0181 -0.9150 2.0070  -0.042
H17 -4.0879 2.6852 -2.7645  0.036
H18 -4.9983 2.2619 -3.9022  0.075
O10 -4.1502 2.0171 -3.5249  -0.090
H19 2.4071 -2.2399 -3.0481  0.042
H20 0.8011 -2.2761 -3.1214  0.021
O11 1.6324 -2.2219 -3.6690  -0.062
H21 3.1555 2.4285 -0.4708  0.048
O12 2.7754 2.3053 0.4417  -0.069
H22 2.4652 -5.3121 2.2545  0.091
H23 2.0925 -4.0627 1.2952  -0.028
O13 2.3582 -4.3819 2.0885  0.000
H24 0.9805 0.0124 2.7512  0.020
H25 2.2718 0.8088 2.4260  0.035
O14 1.8261 0.2691 3.1417  -0.071
H26 1.2197 4.6942 3.6788  0.045
H27 1.2173 5.5450 2.4852  0.048
O15 1.2253 4.6030 2.7288  -0.059
H28 0.3586 -1.4774 -0.5991  0.012
H29 -0.8240 -1.2423 -0.1749  0.024
O16 0.0745 -0.9512 0.1643  -0.079
H30 -0.3212 -5.1518 4.7919  -0.008
H31 -0.7376 -3.7250 4.9522  0.009
O17 -0.8811 -4.5982 5.3389  -0.090
H32 2.6705 4.6811 -4.4007  0.062
H33 1.4142 4.1290 -4.3145  0.043
O18 1.8600 4.8887 -3.8715  -0.077
H34 -1.8491 2.0924 3.4940  0.050
O19 -1.0441 2.3966 3.0332  -0.016
H35 -0.1466 -1.5809 -3.5340  -0.053
H36 -1.6914 -1.0607 -3.5869  0.021
O20 -1.0176 -1.6824 -3.2636  -0.023
H37 1.1741 -3.2779 2.9198  0.032
O21 0.8100 -3.3670 3.8293  -0.125
H38 -2.7330 3.5773 -1.2899  0.052
H39 -4.0254 2.9679 -0.8862  -0.001
O22 -3.6853 3.6458 -1.4389  -0.018
H40 -4.4514 -1.0809 2.0082  0.041
H41 -3.2402 -0.2567 2.6967  0.005
O23 -3.5176 -0.8390 2.0314  -0.032
H42 1.0016 1.3156 0.3585  -0.003
H43 -0.3052 0.7793 -0.3727  0.012
O24 0.3467 1.4692 -0.2867  -0.042
H44 -6.0392 -2.5414 -1.2888  0.055
H45 -5.5407 -2.2374 0.1024  0.033
O25 -5.2077 -2.4249 -0.7870  -0.058
H46 4.1216 1.3730 -2.6773  -0.050
H47 3.1412 2.4384 -2.9437  -0.023
O26 4.0229 2.1517 -3.2031  -0.083
H48 -2.2052 -3.5558 0.3725  0.069
H49 -1.6830 -3.9775 -1.0875  0.010
O27 -1.9990 -3.2747 -0.5288  -0.025
H50 -3.6506 0.3385 -3.4437  -0.001
H51 -4.0506 -1.1105 -3.0730  0.047
O28 -3.4203 -0.5917 -3.5832  -0.049
H52 -3.9611 3.1953 1.5128  0.037
H53 -5.1016 3.9684 2.1309  0.056
O29 -4.6016 3.1501 2.3062  -0.100
H54 -3.4739 0.5509 5.0894  -0.001
H55 -3.0037 1.6726 6.0428  0.024
O30 -2.8703 0.7911 5.7535  -0.004
H56 5.8115 2.1661 -1.3347  0.048
H57 5.1945 1.6876 -0.0560  0.017
O31 5.0610 2.2945 -0.7670  -0.049
H58 -2.3606 -5.8563 -2.2592  0.017
O32 -1.4324 -5.8466 -2.2661  -0.029
H59 0.4287 -3.4572 -0.7273  0.019
H60 1.7874 -2.8073 -1.1642  -0.004
O33 1.3712 -3.6457 -0.8428  -0.061
H61 -1.0277 3.3140 3.1721  0.012
H62 3.1095 4.2973 3.2963  0.027
H63 1.3994 -3.9878 4.3830  0.111
H64 -2.8565 -0.5854 0.0996  -0.042
H65 3.1857 3.0351 0.9272  0.048
H66 -0.8525 -6.1408 -2.9815  0.064
O34 4.5662 -4.6976 0.5310  -0.073
H67 3.9971 -4.3050 1.1898  -0.029
H68 3.9510 -5.2773 -0.0018  0.055
O35 -2.5717 2.1283 0.8056  -0.072
H69 -2.0876 1.7033 0.0676  0.040
H70 -1.9287 1.8644 1.4826  0.019
O36 -0.5881 6.1579 1.6798  -0.067
H71 -1.3897 5.6470 1.6168  0.029
H72 0.0244 5.9073 0.9578  0.025
O37 3.0943 -5.6139 -3.0274  -0.047
H73 2.6362 -4.7597 -3.0692  0.014
H74 2.8187 -6.0698 -2.2469  0.009
O38 -0.6905 -5.2525 2.9097  -0.032
H75 -1.4556 -5.5194 2.4616  0.025
H76 -0.6804 -4.3142 2.8241  0.010
O39 1.4830 2.0512 -2.5925  -0.088
H77 0.8880 1.9653 -1.8235  -0.002
H78 2.0396 1.2211 -2.5599  0.050
O40 2.8449 -1.4813 -0.7472  -0.061
H79 3.5628 -1.9420 -0.2500  0.089
H80 2.8557 -0.5603 -0.5011  0.057



Least stable structure among those shown: *1*.